Computed, not measured: 2 unconnected molecules or ions with the total composition C7H11N2O in a non-equilibrium geometry, with ωB97M-V/def2-TZVPD.

Summary:
* HOMO level: -12.7 eV
* frontier orbital gap: 7.89 eV
* net charge: +1
* largest force on an atom: 4.151 eV/Å
* multiplicity: 1
* calculated total energy: -457.66155 Ha
* energy above the lowest of the compared OMol25 structures with the same formula, charge and spin: 4.829 eV
* LUMO energy: -4.7802 eV

Structure (XYZ):
```
21
Properties=species:S:1:pos:R:3:forces:R:3
C -0.372 1.389 -2.417 -1.5 0.5 1.0
C -0.527 0.199 -3.103 0.8 1.2 0.2
C 0.701 1.174 -1.557 1.2 -1.5 -0.8
C -1.107 -1.785 0.917 1.6 -1.0 -2.0
C -0.499 -1.610 2.314 -1.3 -1.8 1.8
C -0.415 -0.586 1.309 1.3 1.8 0.1
C 0.819 1.440 1.847 -3.3 -2.3 1.0
N 1.288 -0.017 -1.902 -1.9 0.8 -0.8
N 0.060 0.526 0.953 -0.4 -0.1 -0.9
O 0.465 -0.653 -2.856 -0.3 0.6 0.7
H -1.124 2.224 -2.298 1.2 -1.1 -0.6
H -1.274 -0.020 -3.851 0.2 -0.5 0.0
H -0.481 -2.413 0.212 -0.9 0.5 0.9
H -2.145 -1.845 0.712 -0.8 0.1 0.1
H -1.306 -1.507 3.109 1.4 -0.1 -0.9
H 0.300 -2.365 2.502 -0.5 1.2 0.2
H 1.703 0.954 2.103 1.9 -0.3 0.4
H 0.887 2.354 1.334 0.4 1.3 -0.2
H 0.200 1.482 2.779 0.7 0.6 -0.6
H 1.254 1.781 -0.858 -0.4 0.2 0.0
H 1.574 -0.723 -1.247 0.6 -0.1 0.4
```
Positions in Å, forces in eV/Å.

These are the Mulliken partial charges, in e, on atoms 1 to 6: number 1, C, carries -0.41; number 2, C, carries -0.12; number 3, C, carries 0.09; number 4, C, carries -0.43; number 5, C, carries -0.41; number 6, C, carries 0.29

***

Computed, not measured: a single C7H10 molecule in a non-equilibrium geometry, with ωB97M-V/def2-TZVPD.

Summary:
* HOMO level (spin up / spin down): -7.1 / -7.5 eV
* frontier orbital gap (spin up / spin down): 7.39 / 7.91 eV
* net charge: 0
* largest force on an atom: 3.995 eV/Å
* multiplicity: 1
* calculated total energy: -272.48494 Ha
* energy above the lowest of the compared OMol25 structures with the same formula, charge and spin: 6.342 eV
* LUMO energy (spin up / spin down): 0.3293 / 0.4287 eV

Structure (XYZ):
```
17
Properties=species:S:1:pos:R:3:forces:R:3
C -0.643 0.933 -0.511 0.4 -0.1 1.0
C 0.570 0.971 0.129 -2.1 0.5 -0.7
C -2.047 0.933 0.394 -2.6 2.4 -0.7
C 1.814 0.774 0.304 0.4 -2.5 -0.6
C -1.658 -0.118 -0.432 -0.5 -3.4 2.0
C 2.588 -0.380 -0.322 0.3 3.1 -2.2
C -1.477 -1.544 0.151 1.8 0.4 0.3
H -0.821 1.549 -1.319 0.3 1.6 -1.5
H -2.131 0.980 1.516 0.3 -0.4 -1.1
H -2.740 1.719 -0.166 1.8 -1.2 1.5
H 2.343 1.364 0.945 1.5 1.7 1.9
H 3.252 -0.849 0.393 -0.5 -0.8 0.0
H 3.299 0.235 -1.004 -0.8 -1.4 0.7
H 1.850 -0.868 -0.998 1.1 -0.6 0.8
H -0.472 -1.942 -0.268 -2.0 0.1 0.4
H -2.386 -2.127 -0.117 0.9 0.1 0.0
H -1.341 -1.630 1.304 -0.4 0.5 -1.7
```
Positions in Å, forces in eV/Å.

These are the Mulliken partial charges, in e, on atoms 1 to 6: number 1, C, carries -0.15; number 2, C, carries -0.45; number 3, C, carries -0.63; number 4, C, carries -0.31; number 5, C, carries 0.38; number 6, C, carries -1.00

***

Computed, not measured: a molecular structure, C20H17AuN5OS3Te, with ωB97M-V/def2-TZVPD.

Summary:
* HOMO level: -10.9 eV
* frontier orbital gap: 7.61 eV
* net charge: +1
* largest force on an atom: 0.225 eV/Å
* multiplicity: 1
* calculated total energy: -2719.49413 Ha
* energy above the lowest of the compared OMol25 structures with the same formula, charge and spin: 0.000 eV
* LUMO energy: -3.2944 eV

Structure (XYZ):
```
48
Properties=species:S:1:pos:R:3:forces:R:3
Au -0.395 0.061 -0.250 0.1 -0.2 -0.1
S 1.451 -2.501 -2.178 -0.1 0.1 -0.1
C 1.355 -2.403 -0.429 0.2 -0.1 0.0
N 0.770 -1.530 0.338 -0.2 0.1 0.1
C 0.905 -1.856 1.693 0.0 0.0 0.0
C 0.399 -1.126 2.767 0.0 0.0 0.0
C 0.606 -1.613 4.040 0.0 0.0 0.0
C 1.305 -2.806 4.258 0.0 0.0 0.0
C 1.813 -3.535 3.202 0.0 0.0 0.0
C 1.605 -3.040 1.918 0.0 0.0 -0.1
S 2.125 -3.701 0.403 0.0 0.0 0.0
H -0.134 -0.201 2.593 0.0 0.0 0.0
H 0.218 -1.064 4.887 0.0 0.0 0.0
H 1.450 -3.162 5.269 0.0 0.0 0.0
H 2.353 -4.457 3.364 0.0 0.0 0.0
N -0.388 5.527 0.298 0.0 0.0 -0.1
C -1.626 5.364 -0.243 0.0 0.0 0.2
O -2.433 6.262 -0.325 0.0 0.0 -0.1
C -2.000 3.971 -0.681 0.0 0.0 0.0
C -3.186 3.802 -1.387 0.0 0.0 0.0
C -3.567 2.532 -1.775 0.0 0.0 0.0
C -2.759 1.458 -1.452 0.0 0.1 0.0
N -1.621 1.621 -0.766 0.0 0.0 0.1
C -1.249 2.851 -0.380 0.0 0.1 -0.1
H -0.119 6.474 0.511 0.0 0.0 0.0
H 0.347 4.854 0.168 0.0 0.0 0.0
H -3.787 4.675 -1.606 0.0 0.0 0.0
H -4.483 2.364 -2.324 0.0 0.0 0.0
H -3.009 0.449 -1.742 0.0 0.0 0.0
H -0.329 2.884 0.191 0.0 0.0 0.0
N 1.803 2.845 3.617 0.0 0.0 0.1
C 2.918 2.256 3.080 0.1 0.0 0.0
C 2.524 1.771 1.872 -0.1 -0.1 -0.1
N 1.190 2.045 1.659 0.0 0.2 0.1
C 0.794 2.694 2.731 0.0 -0.1 -0.1
H 1.747 3.308 4.508 0.0 0.0 0.0
H 3.864 2.239 3.591 0.0 0.0 0.0
H 3.111 1.237 1.144 0.0 0.0 0.0
H -0.201 3.069 2.913 0.0 0.0 0.0
Te 1.670 -0.286 -3.041 0.0 -0.1 0.1
C -0.282 -0.016 -3.731 0.0 0.1 0.1
C -0.817 1.216 -3.981 0.0 0.0 -0.1
C -2.068 1.136 -4.658 0.1 0.1 0.0
C -2.447 -0.149 -4.893 0.0 0.0 0.1
S -1.295 -1.271 -4.306 0.0 0.0 0.0
H -0.340 2.146 -3.697 0.0 0.0 0.0
H -2.652 1.994 -4.957 0.0 0.0 0.0
H -3.350 -0.500 -5.366 0.0 0.0 0.0
```
Positions in Å, forces in eV/Å.

These are the Mulliken partial charges, in e, on atoms 1 to 6: number 1, Au, carries 0.48; number 2, S, carries -0.24; number 3, C, carries 0.51; number 4, N, carries -0.27; number 5, C, carries 0.48; number 6, C, carries -0.52

***

Computed, not measured: a molecular structure, C5H6IO2S in a non-equilibrium geometry, with ωB97M-V/def2-TZVPD.

Summary:
* HOMO level (spin up / spin down): -3.5 / -3.4 eV
* frontier orbital gap (spin up / spin down): 6.38 / 6.32 eV
* net charge: -1
* largest force on an atom: 6.652 eV/Å
* multiplicity: 1
* calculated total energy: -1040.38999 Ha
* energy above the lowest of the compared OMol25 structures with the same formula, charge and spin: 0.942 eV
* LUMO energy (spin up / spin down): 2.8918 / 2.8957 eV

Structure (XYZ):
```
15
Properties=species:S:1:pos:R:3:forces:R:3
C -0.316 -2.476 -0.662 0.5 -3.8 0.0
C 0.302 -1.554 0.086 -1.6 0.8 -1.6
C 0.026 -0.184 0.007 1.0 4.9 4.3
C 0.589 0.891 1.121 -1.0 -3.3 -3.4
C -1.181 0.400 -0.701 1.2 1.3 -0.7
O 1.305 3.410 1.674 -0.7 0.4 -0.4
O 0.415 2.915 -0.681 -0.4 0.3 0.7
S 1.214 2.529 0.499 1.2 -0.8 -0.3
I 2.076 0.287 2.605 -0.6 -0.2 -0.6
H -0.163 -3.655 -0.501 -0.1 2.9 -0.3
H -0.882 -2.243 -1.535 -0.6 0.3 -0.3
H 0.995 -1.822 0.775 2.0 -1.0 2.2
H -0.883 0.582 -1.809 -0.6 0.5 1.8
H -1.617 1.315 -0.104 1.0 -1.8 -1.7
H -1.879 -0.396 -0.776 -1.1 -0.6 0.2
```
Positions in Å, forces in eV/Å.

These are the Mulliken partial charges, in e, on atoms 1 to 6: number 1, C, carries -0.92; number 2, C, carries -0.24; number 3, C, carries 0.69; number 4, C, carries -0.44; number 5, C, carries -1.18; number 6, O, carries -0.57

***

Computed, not measured: a single C7H10 molecule in a non-equilibrium geometry, with ωB97M-V/def2-TZVPD.

Summary:
* HOMO level (spin up / spin down): -7.6 / -7.1 eV
* frontier orbital gap (spin up / spin down): 8.02 / 7.24 eV
* net charge: 0
* largest force on an atom: 1.797 eV/Å
* multiplicity: 1
* calculated total energy: -272.47031 Ha
* energy above the lowest of the compared OMol25 structures with the same formula, charge and spin: 6.740 eV
* LUMO energy (spin up / spin down): 0.3868 / 0.1527 eV

Structure (XYZ):
```
17
Properties=species:S:1:pos:R:3:forces:R:3
C -1.164 1.245 0.191 0.0 0.0 0.2
C -0.909 -0.240 0.129 0.1 0.3 -0.2
C -1.381 -0.900 -1.020 0.4 -0.5 -0.8
C 0.297 -0.792 -0.533 -1.7 -0.5 -0.5
C 1.504 0.004 -0.780 0.1 0.2 0.5
C 1.805 0.012 0.704 0.8 0.5 0.1
C 1.174 -0.157 1.825 -0.7 -0.1 0.2
H -2.241 1.438 0.169 0.2 0.0 0.0
H -0.747 1.692 1.097 0.0 0.0 -0.1
H -0.723 1.773 -0.670 -0.1 -0.1 0.1
H 0.057 -0.468 1.776 1.0 0.2 0.2
H -1.434 -1.983 -1.096 -0.2 0.2 0.1
H -1.949 -0.369 -1.791 0.3 0.0 0.1
H 0.506 -1.836 -0.310 0.0 0.2 0.0
H 1.346 1.026 -1.132 0.0 -0.2 0.0
H 2.284 -0.473 -1.379 -0.2 0.0 0.1
H 1.574 0.029 2.819 0.1 0.0 -0.2
```
Positions in Å, forces in eV/Å.

These are the Mulliken partial charges, in e, on atoms 1 to 6: number 1, C, carries -1.40; number 2, C, carries 0.71; number 3, C, carries -0.72; number 4, C, carries -0.44; number 5, C, carries -0.38; number 6, C, carries 0.07